(1)
Below is a cluster of 19 separate species, C44H51Cl73F3O5P in total, with properties calculated with ωB97M-V with the def2-TZVPD basis set.

## Properties
Net charge: 0
Multiplicity: 1
Frontier orbital gap, eV: 8.750
Calculated total energy, eV: -988261.87221
Lowest unoccupied orbital energy, eV: -0.02

Geometry (Å):
C1 4.0019 -1.3063 -0.1449
C2 3.3823 -2.7023 -0.3164
C3 1.9549 -2.5625 -0.8886
C4 1.9613 -2.8711 -2.4104
C5 1.0348 -1.8324 -3.0940
C6 0.5111 -2.3577 -4.4329
C7 -0.7047 -3.2794 -4.2521
C8 -1.9190 -2.5952 -3.6239
C9 -3.0254 -3.6743 -3.3923
C10 -4.1137 -3.5447 -4.4823
C11 -5.4840 -3.2274 -3.8285
C12 -5.6204 -1.6754 -3.7597
C13 -6.5305 -1.3228 -2.5557
C14 -5.7806 -0.5690 -1.4358
C15 -5.4741 -1.4993 -0.2415
C16 -4.1662 -1.1942 0.4897
C17 -4.2461 -0.0276 1.4660
C18 -4.4336 1.3477 0.8236
C19 -3.1797 1.9299 0.1701
O1 -2.5576 1.0747 -0.7382
C20 -1.3247 0.5784 -0.2538
C21 -0.2422 1.6749 -0.3207
C22 0.9556 1.2711 -1.2029
C23 2.2086 1.7372 -0.5302
F1 2.4165 1.0822 0.5587
F2 3.2573 1.6611 -1.2511
F3 2.0746 2.9761 -0.1693
C24 -3.6227 3.1715 -0.6630
O2 -2.6773 3.4929 -1.6402
C25 -3.0926 3.0594 -2.9050
C26 -1.8737 3.0681 -3.8593
O3 -0.8123 3.6386 -3.1442
O4 0.3294 3.6346 -4.0705
P1 -4.0867 4.6769 0.3567
O5 -3.3195 4.5209 1.8287
Cl1 -6.1158 4.3276 0.7779
H1 3.6728 -0.8577 0.7815
H2 3.6922 -0.6781 -0.9690
H3 5.0745 -1.3937 -0.0751
H4 3.3684 -3.2563 0.6112
H5 3.9837 -3.2063 -1.0571
H6 1.2230 -3.1965 -0.4040
H7 1.6176 -1.5374 -0.7754
H8 1.6402 -3.8824 -2.6197
H9 2.9484 -2.7412 -2.8365
H10 1.5693 -0.8951 -3.1926
H11 0.2417 -1.6538 -2.3765
H12 0.2852 -1.5030 -5.0601
H13 1.2922 -2.9453 -4.9005
H14 -0.3921 -4.1460 -3.6832
H15 -1.0087 -3.6041 -5.2418
H16 -2.2438 -1.8247 -4.3120
H17 -1.7157 -2.1451 -2.6606
H18 -3.4129 -3.5300 -2.3953
H19 -2.5593 -4.6386 -3.5242
H20 -4.2344 -4.4751 -5.0203
H21 -3.9084 -2.7195 -5.1461
H22 -5.5505 -3.6060 -2.8200
H23 -6.3167 -3.5974 -4.4117
H24 -6.1562 -1.3526 -4.6429
H25 -4.6497 -1.2063 -3.7009
H26 -7.3360 -0.6826 -2.8926
H27 -6.9630 -2.2010 -2.0974
H28 -6.4767 0.1767 -1.0551
H29 -4.9144 -0.0136 -1.7746
H30 -5.3538 -2.4932 -0.6717
H31 -6.3236 -1.5892 0.4238
H32 -3.3783 -1.1158 -0.2477
H33 -3.9315 -2.0767 1.0838
H34 -3.3697 -0.0012 2.1022
H35 -5.1024 -0.1952 2.1110
H36 -5.2678 1.3943 0.1388
H37 -4.6950 2.0316 1.6258
H38 -2.5361 2.2928 0.9586
H39 -1.0408 -0.3170 -0.7888
H40 -1.5064 0.2691 0.7720
H41 -0.6659 2.5721 -0.7443
H42 0.1195 1.8506 0.6951
H43 0.8872 1.8229 -2.1320
H44 0.9779 0.2266 -1.4651
H45 -4.5352 2.8856 -1.1864
H46 -3.3891 2.0198 -2.8021
H47 -3.9324 3.6250 -3.2891
H48 -2.1272 3.6583 -4.7330
H49 -1.5912 2.0731 -4.1798
H50 1.0629 3.8528 -3.5123
H51 -2.3837 4.6063 1.6588
C27 -9.6635 1.0099 -5.3062
Cl2 -9.0139 -0.6188 -5.5141
Cl3 -10.1440 1.6715 -6.8809
Cl4 -11.0708 0.9475 -4.2423
Cl5 -8.4223 2.0454 -4.5829
C28 -9.6500 6.0780 -6.5348
Cl6 -8.7422 6.1135 -8.0516
Cl7 -9.0592 4.7488 -5.5293
Cl8 -9.4355 7.6125 -5.6820
Cl9 -11.3658 5.8300 -6.8814
C29 5.6019 1.9947 3.0824
Cl10 6.7650 1.6028 1.8119
Cl11 4.5868 3.3417 2.5603
Cl12 4.5956 0.5822 3.4229
Cl13 6.4790 2.4571 4.5486
C30 10.5803 1.5980 1.1329
Cl14 9.7631 0.8871 -0.2627
Cl15 12.3058 1.9171 0.7921
Cl16 9.7706 3.1046 1.5712
Cl17 10.4571 0.4680 2.4822
C31 -1.2455 2.4094 4.3716
Cl18 -0.5739 2.4220 2.7278
Cl19 -0.4170 1.1571 5.3184
Cl20 -0.9925 3.9829 5.1339
Cl21 -2.9716 2.0727 4.2887
C32 8.8209 6.9409 2.5646
Cl22 10.0360 6.6608 1.3078
Cl23 7.6709 8.1620 2.0141
Cl24 7.9491 5.4378 2.8954
Cl25 9.6206 7.4925 4.0410
C33 -4.1712 -1.9067 6.2251
Cl26 -2.7467 -0.8883 5.9881
Cl27 -5.4623 -0.9468 6.9565
Cl28 -4.6978 -2.5131 4.6506
Cl29 -3.7438 -3.2528 7.3111
C34 -6.1620 0.6172 -8.8941
Cl30 -4.9059 0.3700 -7.6710
Cl31 -6.4443 -0.8978 -9.7608
Cl32 -7.6589 1.1307 -8.1017
Cl33 -5.6371 1.8614 -10.0363
C35 11.9959 2.5074 -3.9244
Cl34 12.0878 2.5025 -2.1596
Cl35 10.3995 3.0785 -4.4284
Cl36 13.2402 3.5781 -4.5833
Cl37 12.2510 0.8655 -4.5292
C36 2.4504 -2.0126 6.0990
Cl38 3.8696 -0.9661 5.9931
Cl39 1.1189 -1.0985 6.8196
Cl40 1.9855 -2.5566 4.4820
Cl41 2.8246 -3.4126 7.1101
C37 8.1236 -3.1782 2.1455
Cl42 7.6889 -4.0363 0.6643
Cl43 9.8647 -3.3237 2.4149
Cl44 7.6990 -1.4733 1.9686
Cl45 7.2517 -3.8487 3.5475
C38 5.2066 -7.7470 1.4790
Cl46 4.2548 -7.1219 0.1264
Cl47 6.5040 -8.7734 0.8556
Cl48 5.9067 -6.3923 2.3708
Cl49 4.1649 -8.6948 2.5479
C39 6.3774 -5.3109 -4.0409
Cl50 5.9045 -6.2543 -5.4588
Cl51 8.1135 -5.4896 -3.7638
Cl52 5.9963 -3.6055 -4.3120
Cl53 5.4951 -5.8923 -2.6239
C40 -7.4135 -6.0548 6.2994
Cl54 -6.5496 -7.5810 6.0750
Cl55 -8.3112 -5.6639 4.8251
Cl56 -8.5427 -6.2105 7.6519
Cl57 -6.2509 -4.7669 6.6401
C41 3.7968 8.4340 1.4555
Cl58 2.3537 9.4505 1.5439
Cl59 3.3419 6.8065 0.9359
Cl60 4.9331 9.1279 0.2861
Cl61 4.5559 8.3512 3.0507
C42 -12.0483 -7.3835 9.5052
Cl62 -10.4552 -6.8517 10.0581
Cl63 -13.0842 -7.6903 10.9035
Cl64 -12.7706 -6.1232 8.4992
Cl65 -11.8761 -8.8663 8.5601
C43 13.5688 5.6967 4.0250
Cl66 14.6209 4.6098 4.9400
Cl67 14.5158 6.5296 2.7863
Cl68 12.2846 4.7607 3.2532
Cl69 12.8574 6.8890 5.1202
C44 4.5767 1.6939 9.3269
Cl70 5.3230 1.8769 7.7355
Cl71 5.4257 0.4370 10.2344
Cl72 4.6758 3.2249 10.2042
Cl73 2.8817 1.2345 9.1295


(2)
Below is a structure of composition C46H40HgN4O2P, with properties calculated with ωB97M-V with the def2-TZVPD basis set.

## Properties
Net charge: -2
Multiplicity: 2
⟨S²⟩: 0.782
Frontier orbital gap (alpha / beta), eV: 2.927 / 5.302
Calculated total energy, eV: -71869.57056
Lowest unoccupied orbital energy (alpha / beta), eV: 4.21 / 4.21

Geometry (Å):
Hg1 0.1085 1.2355 -0.2164
O1 -0.0418 1.3358 2.1293
C1 0.0059 2.2965 2.9838
C2 -1.1182 2.6142 3.7952
C3 -1.1053 3.6655 4.6875
C4 0.0160 4.4857 4.8214
C5 1.1236 4.1992 4.0388
C6 1.1621 3.1143 3.1703
C7 2.3714 2.9017 2.3667
N1 2.8136 1.7731 2.0111
C8 3.9021 1.7651 1.0645
C9 3.4069 1.0985 -0.2265
N2 2.2430 1.7210 -0.7721
C10 2.4395 2.5531 -1.8304
C11 1.5275 3.4202 -2.4814
C12 1.9610 4.0039 -3.7023
C13 1.1892 4.8693 -4.4593
C14 -0.0926 5.1912 -4.0228
C15 -0.5580 4.6501 -2.8218
C16 0.1949 3.7936 -2.0087
O2 -0.2974 3.4061 -0.8665
H1 -2.0045 2.0009 3.6778
H2 -1.9938 3.8688 5.2787
H3 0.0125 5.3325 5.4964
H4 2.0042 4.8341 4.1006
H5 2.8929 3.8212 2.0510
H6 4.7344 1.1815 1.4772
H7 4.2611 2.7807 0.8318
H8 3.2089 0.0464 0.0220
H9 4.2396 1.1083 -0.9531
H10 3.4455 2.5373 -2.2676
H11 2.9551 3.7354 -4.0538
H12 1.5762 5.2741 -5.3890
H13 -0.7265 5.8496 -4.6077
H14 -1.5504 4.8939 -2.4571
C17 -3.4918 0.8189 0.8680
N3 -2.4459 0.6299 -0.1249
C18 -2.8408 0.4209 -1.3241
C19 -1.9854 0.2877 -2.4613
C20 -2.3614 0.0799 -3.7930
C21 -1.1793 0.1406 -4.5384
C22 -0.1565 0.3958 -3.6116
N4 -0.6373 0.4614 -2.3646
C23 -3.5867 -0.2767 1.9084
C24 -4.7733 -0.9865 2.0570
C25 -4.8828 -2.0157 2.9857
C26 -3.7989 -2.3390 3.7870
C27 -2.6153 -1.6200 3.6583
C28 -2.5059 -0.5975 2.7277
H15 -4.4694 0.8754 0.3647
H16 -3.3275 1.7794 1.3668
H17 -3.9189 0.3566 -1.5342
H18 -3.3680 -0.0749 -4.1544
H19 -1.0682 0.0593 -5.6090
H20 0.8926 0.5683 -3.8087
H21 -5.6179 -0.7457 1.4196
H22 -5.8123 -2.5666 3.0754
H23 -3.8734 -3.1454 4.5072
H24 -1.7616 -1.8640 4.2761
H25 -1.5872 -0.0231 2.6367
C29 1.4356 -3.4071 3.8601
C30 1.6975 -2.0862 3.5260
C31 1.3913 -1.6129 2.2556
C32 0.8412 -2.4731 1.3018
C33 0.5609 -3.7921 1.6536
C34 0.8559 -4.2590 2.9263
P1 0.5433 -1.7114 -0.3410
C35 -0.7892 -2.7245 -1.0757
C36 -0.7295 -3.1601 -2.3967
C37 -1.8164 -3.7973 -2.9806
C38 -2.9724 -4.0183 -2.2492
C39 -3.0421 -3.5875 -0.9297
C40 -1.9636 -2.9374 -0.3526
C41 2.0009 -2.2621 -1.3057
C42 2.5824 -1.3031 -2.1304
C43 3.6923 -1.6292 -2.9039
C44 4.2195 -2.9095 -2.8540
C45 3.6404 -3.8730 -2.0335
C46 2.5348 -3.5478 -1.2635
H26 1.6626 -3.7705 4.8561
H27 2.1175 -1.4060 4.2562
H28 1.5528 -0.5622 2.0257
H29 0.0916 -4.4523 0.9321
H30 0.6286 -5.2850 3.1916
H31 0.1569 -2.9689 -2.9889
H32 -1.7609 -4.1054 -4.0178
H33 -3.8226 -4.5081 -2.7094
H34 -3.9446 -3.7347 -0.3488
H35 -2.0380 -2.5873 0.6668
H36 2.1733 -0.2979 -2.1480
H37 4.1418 -0.8738 -3.5361
H38 5.0871 -3.1620 -3.4531
H39 4.0540 -4.8738 -1.9914
H40 2.0833 -4.2978 -0.6237


(3)
Below is the molecule C4H6N4O2, with properties calculated with ωB97M-V with the def2-TZVPD basis set.

## Properties
Net charge: 0
Multiplicity: 1
ΔE to the lowest compared entry with this formula, charge and spin, eV: 0.2734
Frontier orbital gap, eV: 10.590
Calculated total energy, eV: -14302.27306
Structure (SMILES): O=C1N[C@H]2NC(=O)N[C@H]2N1
Lowest unoccupied orbital energy, eV: 0.63

Geometry (Å):
O1 1.6372 0.6957 -2.4869
C1 1.1292 0.1283 -1.5281
N1 -0.0306 -0.6345 -1.4943
C2 -0.4597 -1.0028 -0.1587
N2 -1.6225 -0.2547 0.3171
C3 -1.3262 0.8345 1.1594
O2 -2.0795 1.6881 1.5804
N3 -0.0056 0.6184 1.5073
C4 0.6902 -0.3828 0.7546
N4 1.6529 0.1431 -0.2674
H1 -0.6015 -0.5898 -2.3098
H2 -0.5220 -2.0676 -0.0192
H3 -2.4843 -0.1984 -0.1872
H4 0.4591 1.3957 1.9449
H5 1.1448 -1.1589 1.3812
H6 2.4186 0.7856 -0.1933


(4)
Below is a cluster of 3 separate species, C4H11NO2 in total, with properties calculated with ωB97M-V with the def2-TZVPD basis set.

## Properties
Net charge: 0
Multiplicity: 1
ΔE to the lowest compared entry with this formula, charge and spin, eV: 3.5369
Frontier orbital gap, eV: 8.858
Calculated total energy, eV: -9908.70494
Structure (SMILES): C=NC(=C)C.O.O
Lowest unoccupied orbital energy, eV: 0.58

Geometry (Å):
C1 0.8976 -2.2001 -0.8529
N1 0.2679 -1.1107 -0.6221
C2 0.2017 -0.7400 0.7728
C3 0.2647 0.5473 1.2082
C4 -0.2788 -1.7939 1.7091
H1 1.1357 -2.3785 -1.9032
H2 1.3639 -2.8186 -0.0874
H3 0.6149 1.4524 0.7069
H4 -0.6624 0.6963 1.7583
H5 0.6065 -2.0678 2.3108
H6 -1.0057 -1.4473 2.4451
H7 -0.7011 -2.6611 1.2110
O1 -1.7870 1.8396 -2.3871
H8 -2.6496 1.4652 -2.1860
H9 -1.2564 1.0524 -2.5218
O2 0.9102 3.2375 -0.1737
H10 0.3240 3.7429 -0.7390
H11 1.7539 3.1843 -0.6488


Max |F|
In order: 3.9 0.6 2.1 2.4
Unit: eV/A